DFT (ωB97M-V with the def2-TZVPD basis set) results for C17H24BrCl3IrN2O2P as an isolated structure.

Geometry as XYZ:
```
51
Properties=species:S:1:pos:R:3:forces:R:3:mulliken_spin:R:1
Ir 0.4520 -1.2343 0.8950 0.14 0.36 -0.18 0.78
Br 3.2134 -1.0542 0.9262 -0.04 0.22 0.13 0.02
C 2.7236 -2.4929 -0.2128 -0.02 -0.13 -0.09 0.00
C 3.4784 -3.4606 -0.8314 0.02 -0.01 -0.01 0.00
C 2.7685 -4.4394 -1.5365 -0.01 0.01 0.00 0.00
C 1.3687 -4.4463 -1.5811 0.00 0.01 0.02 0.00
C 0.7069 -3.4334 -0.9247 -0.12 0.06 0.03 -0.01
N 1.4040 -2.4804 -0.2950 -0.05 -0.21 -0.02 -0.02
C -0.7706 -3.2051 -0.7562 0.19 -0.14 -0.10 0.00
O -1.6632 -3.8238 -1.1932 0.00 0.02 0.03 0.04
O -1.0137 -2.0388 0.0214 -0.16 0.14 0.13 0.24
H 4.5586 -3.4732 -0.7663 0.00 -0.01 -0.01 0.00
H 3.3202 -5.2228 -2.0422 0.00 0.00 0.00 0.00
H 0.8158 -5.2211 -2.0971 0.00 0.00 0.00 0.00
Cl -0.1358 -0.1088 6.0989 0.00 0.00 0.00 0.00
C -1.4157 0.0560 4.9112 0.00 -0.03 -0.05 0.00
Cl -2.6462 -1.1893 5.0643 0.00 0.00 0.01 0.00
Cl -2.1107 1.6709 4.8988 0.01 0.01 -0.02 0.00
C -0.7873 -0.1639 3.5865 0.07 0.04 0.09 0.03
N -0.2987 -0.3391 2.5638 -0.19 -0.16 -0.09 -0.02
C 1.8106 2.2435 0.6563 -0.01 -0.01 -0.01 0.00
C 0.2903 2.2648 0.4803 0.03 -0.03 0.06 -0.01
C -0.4189 2.7925 1.7235 -0.01 0.00 -0.03 0.00
P -0.3613 0.7572 -0.3180 0.00 -0.16 0.12 -0.01
C 0.1997 0.7146 -2.0806 0.07 0.10 -0.08 -0.01
C 0.4971 2.1429 -2.5930 -0.01 -0.03 -0.01 0.00
C 1.3844 -0.1793 -2.4488 -0.01 -0.01 0.03 0.00
C -2.1879 0.6228 -0.3585 -0.06 0.03 -0.10 0.00
C -2.7158 1.8969 -1.0619 0.05 -0.02 0.02 0.00
C -2.9492 0.3563 0.9375 0.06 -0.03 0.04 0.00
H 2.1535 3.2649 0.8207 0.01 0.00 -0.01 0.00
H 2.3456 1.8508 -0.2091 0.00 0.00 0.01 0.00
H 2.0840 1.6713 1.5452 0.00 0.00 0.01 0.00
H 0.0529 2.9501 -0.3465 0.01 0.02 0.01 0.00
H -0.1849 2.2116 2.6110 0.02 0.00 0.00 0.00
H -1.4976 2.8600 1.6072 -0.02 -0.01 0.01 0.00
H -0.0484 3.8030 1.9024 -0.01 0.01 -0.01 0.00
H -0.6937 0.3394 -2.5919 0.01 -0.03 0.04 0.00
H 1.4325 2.5266 -2.1860 -0.01 0.00 -0.01 0.00
H -0.2952 2.8628 -2.4062 -0.05 0.01 0.00 0.00
H 0.6180 2.0724 -3.6741 -0.02 0.00 0.00 0.00
H 2.2897 0.0915 -1.9025 0.00 0.00 0.02 0.00
H 1.5919 -0.0247 -3.5073 0.02 -0.01 0.01 0.00
H 1.1728 -1.2359 -2.3226 -0.03 -0.03 -0.03 0.00
H -2.3498 -0.2219 -1.0342 0.04 -0.01 0.00 0.00
H -2.5628 2.7945 -0.4644 0.01 0.03 0.01 0.00
H -3.7909 1.7632 -1.1853 0.00 0.00 0.02 0.00
H -2.3028 2.0452 -2.0564 0.03 0.02 -0.04 0.00
H -2.8258 1.1550 1.6677 0.00 -0.03 0.02 0.00
H -2.6981 -0.6040 1.3837 0.02 0.01 0.01 0.00
H -4.0082 0.3128 0.6820 0.00 0.01 0.01 0.00
```
Positions in Å, forces in eV/Å.

As for the total energy: -144800.83294 eV. As for the net charge: +3. For the max |F|, the calculation gives 0.42 eV/Å. The energy relative to the best compared isomer or geometry (same formula, charge and spin) comes out at 0.0000 eV. Its spin multiplicity is 2. The HOMO energy (alpha / beta) comes out at -0.713 / -0.713 Ha. Its HOMO-LUMO gap (alpha / beta) is 0.269 / 0.221 hartree.